w:
ORCA calculation (the ωB97M-V functional and the def2-TZVPD basis) on the molecule C5H9NO2.

Geometry (Å):
C: -1.97498 -0.02702 0.97403
C: -1.38806 -0.21759 -0.45091
C: -0.10021 -0.82370 -0.88672
C: 1.16464 -1.34570 -0.20492
C: 0.20211 1.47551 -0.22731
H: -2.68992 -0.93089 1.14812
H: -1.21846 -0.06256 1.84762
H: -2.80461 0.73059 1.05618
H: -2.22895 -0.59437 -1.21367
H: -0.40727 -1.53785 -1.76862
H: 2.10639 -0.73356 -0.74042
H: 1.29584 -2.52247 -0.29885
H: 1.54104 0.11522 1.15522
H: -0.56707 2.17490 0.08634
N: -0.32561 0.54916 -1.00210
O: 1.06692 -0.85369 1.11643
O: 1.41199 1.49718 0.19830

The calculation puts the orbital gap at 10.22 eV. For the lowest unoccupied orbital energy, the calculation gives 0.028 Ha. The SMILES is C[C@@H]1[C@H](CO)N1C=O.

Results of the Löwdin charge analysis, in e, for atoms 1 through 5:
1 C -0.064
2 C -0.253
3 C -0.240
4 C -0.218
5 C -0.251

x:
ORCA calculation (the ωB97M-V functional and the def2-TZVPD basis) on the molecule C5H9NO2.

Geometry (Å):
C: -2.01108 -0.34731 0.43503
C: -0.51845 -0.08105 0.38741
C: 1.12557 1.23061 -0.50967
C: 1.60072 0.05188 0.01006
C: 0.41850 -0.77868 -0.44531
H: -2.14423 0.61678 -1.26460
H: -2.07091 -1.48287 0.80200
H: -2.27504 0.19662 1.54389
H: -0.33834 -0.36378 1.58064
H: 1.85647 2.20445 -0.35872
H: 0.80546 1.09709 -1.52708
H: 1.85843 0.18326 1.15446
H: 2.08866 -1.77049 0.58453
H: 0.35045 -0.46997 -1.47699
N: 1.78872 -1.37424 -0.33404
O: -2.48257 -0.18023 -0.89113
O: -0.05237 1.26796 0.30952

The calculation puts the orbital gap at 9.60 eV. For the lowest unoccupied orbital energy, the calculation gives 0.031 Ha. The SMILES is OC[C@@H]1OC[C@@H]2N[C@H]21.

Results of the Löwdin charge analysis, in e, for atoms 1 through 5:
1 C -0.221
2 C -0.390
3 C -0.221
4 C -0.306
5 C -0.198

y:
ORCA calculation (the ωB97M-V functional and the def2-TZVPD basis) on the molecule C5H9NO2.

Geometry (Å):
C: -0.28307 1.17124 -1.17270
C: 0.22038 1.15079 0.22306
C: 0.63241 0.22202 -1.96600
C: 0.13606 -0.29675 0.64896
C: -0.27695 -2.01221 2.22755
N: 0.47016 -1.13395 -1.64648
O: 0.20956 -1.22598 -0.28420
O: -0.42484 -0.60050 1.84016
H: -1.27177 0.91354 -1.26221
H: -0.21691 2.25490 -1.46859
H: 1.23844 1.64759 0.13613
H: -0.43135 1.70775 0.94627
H: 0.53459 0.35343 -3.09625
H: 1.59544 0.63897 -1.73309
H: -0.40809 -1.83468 3.36459
H: 0.67542 -2.47189 1.87489
H: -1.17926 -2.55966 1.80278

The calculation puts the orbital gap (spin up / spin down) at 7.71 / 7.54 eV. For the lowest unoccupied orbital energy (spin up / spin down), the calculation gives 0.023 / 0.022 Ha.

Results of the Löwdin charge analysis, in e, for atoms 1 through 5:
1 C -0.210
2 C -0.119
3 C -0.303
4 C -0.289
5 C -0.025

On energetic grounds, w is preferred over the next structure by 0.0541 hartree.

w:
ORCA calculation (the ωB97M-V functional and the def2-TZVPD basis) on the molecule C5H9NO2.

Geometry (Å):
C: -0.62401 0.14106 0.80134
C: -2.01575 -0.13909 0.01593
C: 0.08528 1.29685 0.15533
C: 1.00083 0.63903 -0.85101
C: 1.51760 -0.63937 -0.12738
H: 0.42121 -1.79061 1.10533
H: -0.76946 0.13650 1.85258
H: -0.71143 1.94761 -0.32944
H: 0.57414 1.90405 0.97243
H: 1.73561 1.30071 -1.32215
H: 0.30457 0.29992 -1.66334
H: 1.75076 -1.55959 -0.60198
H: 2.36719 -0.44350 0.66808
H: -0.98453 -1.49154 -0.51801
N: 0.24391 -0.95909 0.52664
O: -2.94410 0.64472 -0.07716
O: -1.95182 -1.28764 -0.60721

The calculation puts the orbital gap at 9.78 eV. For the lowest unoccupied orbital energy, the calculation gives 0.024 Ha. The SMILES is O=C(O)[C@@H]1CCCN1.

Results of the Löwdin charge analysis, in e, for atoms 1 through 5:
1 C -0.242
2 C -0.479
3 C -0.156
4 C -0.159
5 C -0.166

x:
ORCA calculation (the ωB97M-V functional and the def2-TZVPD basis) on the molecule C5H9NO2.

Geometry (Å):
C: -0.56416 -0.13061 0.19440
C: 1.03314 -0.33717 0.95444
C: -1.67932 -1.13399 0.22429
C: 2.30031 0.43074 0.99935
C: -0.39957 0.87350 -0.87279
N: -1.07681 0.61505 -2.04023
O: -0.09048 0.22486 1.46258
O: 0.32054 1.86098 -0.77637
H: 1.10478 -1.41954 0.87404
H: -1.05149 1.35141 -2.72684
H: -1.82344 -0.05242 -2.08875
H: -1.94651 -1.35518 1.26045
H: -2.58667 -0.76622 -0.25517
H: -1.39420 -2.07949 -0.24637
H: 3.14481 -0.19215 0.70305
H: 2.46444 0.81810 2.00489
H: 2.24464 1.29213 0.32904

The calculation puts the orbital gap at 9.55 eV. For the lowest unoccupied orbital energy, the calculation gives 0.031 Ha. The SMILES is C[C@H]1O[C@@]1(C)C(N)=O.

Results of the Löwdin charge analysis, in e, for atoms 1 through 5:
1 C -0.286
2 C -0.202
3 C -0.015
4 C -0.032
5 C -0.489

On energetic grounds, w is preferred over the next structure by 0.0417 hartree.

w:
ORCA calculation (the ωB97M-V functional and the def2-TZVPD basis) on the molecule C5H9NO2.

Geometry (Å):
C: -2.12739 0.50245 0.56786
C: -0.93478 0.02629 1.31371
N: 0.34497 0.00984 0.83961
C: 2.05524 1.03041 -0.47072
C: 0.65037 0.38282 -0.57356
C: 0.65892 -0.88247 -1.47187
O: 0.37637 -0.86139 -2.63481
O: -1.08030 -0.44682 2.44647
H: -2.95191 -0.15715 0.88839
H: -2.01456 0.62834 -0.51503
H: -2.53790 1.48579 0.82585
H: 0.90447 -0.67189 1.33519
H: 2.34628 1.22239 0.54332
H: 2.75736 0.48021 -1.15744
H: 2.02742 2.01021 -0.98785
H: -0.12724 1.03374 -1.01448
H: 0.92094 -1.82261 -0.96707

The calculation puts the orbital gap at 10.34 eV. For the lowest unoccupied orbital energy, the calculation gives 0.025 Ha. The SMILES is CC(=O)N[C@@H](C)C=O.

Results of the Löwdin charge analysis, in e, for atoms 1 through 5:
1 C -0.002
2 C -0.526
3 N 0.071
4 C -0.036
5 C -0.296

x:
ORCA calculation (the ωB97M-V functional and the def2-TZVPD basis) on C5H9NO2 as an isolated structure.

Geometry (Å):
C: 0.75318 -0.24161 0.69048
C: 0.98399 1.28427 0.09151
C: -0.81416 0.25633 -0.92028
C: -1.84969 -0.74935 -0.36358
C: -0.74012 -0.41673 0.40005
H: 1.20670 -1.06937 -1.08536
H: 3.02314 -0.75643 -0.39418
H: 0.82650 -0.38323 1.84459
H: 1.91541 1.05923 -0.35916
H: 0.95241 2.13237 0.77105
H: -0.41925 -0.22949 -1.77975
H: -1.99671 -1.60813 -1.05128
H: -3.01738 -0.64163 -0.11172
H: -1.37145 0.50579 2.15198
N: 1.79543 -1.08438 -0.09645
O: -0.20789 1.33413 -1.01815
O: -1.04011 0.60824 1.23025

The calculation puts the orbital gap at 8.83 eV. For the lowest unoccupied orbital energy, the calculation gives 0.027 Ha.

Results of the Löwdin charge analysis, in e, for atoms 1 through 5:
1 C -0.261
2 C 0.048
3 C -0.424
4 C 0.012
5 C -0.467

On energetic grounds, w is preferred over the next structure by 0.3278 hartree.

w:
ORCA calculation (the ωB97M-V functional and the def2-TZVPD basis) on the molecule C5H9NO2.

Geometry (Å):
C: 0.42216 -0.53162 0.30278
C: 0.83155 0.79224 0.93571
C: 0.69335 -0.54052 -1.22958
C: -0.72133 -0.75978 -1.95516
C: -1.72805 -0.52572 -0.81743
H: -1.23448 -1.73961 0.82716
H: 0.93671 -1.37585 0.80114
H: 1.21977 0.35103 -1.61400
H: 1.37763 -1.34202 -1.44185
H: -0.82956 -1.74703 -2.30716
H: -0.87459 0.01010 -2.71529
H: -2.05434 0.47309 -0.93535
H: -2.53043 -1.23413 -1.03446
H: -0.81714 0.80603 1.74872
N: -0.99845 -0.81528 0.42588
O: 1.94195 1.22271 0.88398
O: -0.09075 1.38951 1.65003

The calculation puts the orbital gap at 10.05 eV. For the lowest unoccupied orbital energy, the calculation gives 0.024 Ha. The SMILES is O=C(O)[C@@H]1CCCN1.

Results of the Löwdin charge analysis, in e, for atoms 1 through 5:
1 C -0.240
2 C -0.532
3 C -0.092
4 C -0.137
5 C -0.197

x:
ORCA calculation (the ωB97M-V functional and the def2-TZVPD basis) on the molecule C5H9NO2.

Geometry (Å):
C: 0.62437 0.17503 2.48147
C: -1.59392 -1.05843 -1.13459
N: 0.57138 0.72241 0.14094
C: 0.31867 0.61800 -1.19575
C: 0.56752 -0.31459 1.05946
C: -0.56458 -0.19249 -1.78745
O: 1.02794 1.50611 -1.96267
O: 0.55852 -1.51045 0.79677
H: 1.89866 1.58704 -1.54169
H: 0.94556 1.60617 0.45837
H: -0.61887 -0.16656 -2.87402
H: 0.54367 -0.67852 3.16102
H: 1.56980 0.69057 2.66589
H: -0.21541 0.84920 2.67167
H: -1.26233 -2.09890 -1.09199
H: -2.51977 -1.02183 -1.71873
H: -1.85121 -0.71275 -0.12870

The calculation puts the orbital gap at 8.76 eV. For the lowest unoccupied orbital energy, the calculation gives 0.018 Ha. The SMILES is C/C=C(/O)NC(C)=O.

Results of the Löwdin charge analysis, in e, for atoms 1 through 5:
1 C -0.007
2 C -0.107
3 N 0.127
4 C -0.407
5 C -0.498

On energetic grounds, w is preferred over the next structure by 0.0083 hartree.